1.
C19H42N5O9P2S | ωB97M-V/def2-TZVPD

Summary:
Calculated total energy   -2780.74294 Eh
HOMO   -11.57 eV
E_LUMO   -3.472 eV
Net charge   +1

Geometry as XYZ:
```
78
Properties=species:S:1:pos:R:3:forces:R:3
C -3.21985 -0.37690 4.50448 -0.810 -0.061 -0.105
C -3.51861 -1.02914 3.12785 1.005 0.674 0.432
C -2.98624 -0.16021 1.98584 -0.826 -0.842 0.527
O -1.65296 0.19881 2.35623 0.306 0.078 -0.507
C -0.92586 0.76714 1.32105 -0.990 0.128 0.048
N -0.04092 1.77997 1.90102 0.402 -0.163 -0.171
N -0.07965 3.09021 1.52107 0.000 0.832 -0.084
C 0.81394 3.75501 2.24752 -0.010 -0.525 0.137
N 1.43764 2.95322 3.08603 0.118 0.226 -0.088
C 0.91749 1.73485 2.84730 -0.141 -0.169 -0.127
N 1.34128 0.65555 3.49171 -0.014 -0.298 0.010
N 0.86397 -0.63232 3.21499 0.714 0.550 0.658
C 0.98024 -1.45638 4.13058 -0.860 -0.270 -0.640
S 0.88458 -2.61424 5.13840 0.302 0.020 0.117
H -2.51304 -0.96247 5.08814 0.071 0.048 -0.032
H -4.15177 -0.32433 5.06805 0.125 0.022 0.188
H -2.84367 0.64082 4.41441 0.049 -0.014 -0.014
H -4.58608 -1.18715 3.00119 0.039 -0.199 -0.145
H -2.96742 -1.96879 3.10913 -0.370 -0.211 -0.287
H -3.02674 -0.75519 1.06759 0.287 0.171 -0.117
H -3.62283 0.72482 1.86508 0.266 0.182 -0.028
H -1.61634 1.30877 0.66277 0.251 0.118 -0.142
H -0.37282 0.04794 0.71422 0.233 -0.043 0.264
H -0.68126 3.47524 0.80903 -0.159 -0.402 -0.071
H 0.97902 4.81322 2.11984 0.035 0.006 0.078
H 2.05704 0.78438 4.19250 -0.001 0.091 0.002
O 4.27764 3.85360 -2.24108 0.547 -2.511 -0.651
P 5.56873 3.69721 -1.54065 0.983 4.574 1.775
O 5.26201 3.85014 0.05169 0.220 -0.285 -0.356
C 4.08243 3.27210 0.58332 -0.421 -0.080 0.236
C 4.18985 1.76232 0.72416 0.157 0.046 0.034
O 6.37384 5.07672 -1.84611 -0.055 -0.661 0.231
C 6.10596 5.85051 -3.02262 -0.160 0.292 -0.146
C 5.29838 7.08265 -2.67600 0.010 0.057 0.210
O 6.84937 2.76469 -1.47200 -1.525 -1.195 -1.101
C 7.96243 3.09808 -0.60966 0.503 -0.061 0.314
C 8.08498 2.08047 0.49903 -0.241 -0.156 -0.019
H 3.21687 3.53671 -0.03279 0.127 0.011 -0.145
H 3.92975 3.72427 1.56535 0.137 0.044 -0.006
H 4.46964 1.29587 -0.22227 -0.124 -0.007 -0.020
H 3.23757 1.33894 1.05379 -0.008 -0.009 -0.040
H 4.95163 1.49632 1.45721 -0.005 -0.006 0.008
H 5.59376 5.25006 -3.77332 -0.061 -0.073 0.090
H 7.07280 6.13966 -3.43616 0.046 -0.071 0.081
H 4.39777 6.81338 -2.12370 -0.048 -0.090 -0.116
H 5.00868 7.62273 -3.57798 0.032 -0.011 -0.009
H 5.87949 7.75235 -2.04057 0.019 0.013 -0.040
H 7.86791 4.10280 -0.20710 -0.208 0.050 -0.102
H 8.84879 3.07882 -1.24202 -0.100 -0.004 -0.129
H 7.22552 2.12935 1.16723 0.017 0.073 0.015
H 8.98517 2.27188 1.08340 0.019 0.021 -0.040
H 8.13509 1.06946 0.09406 0.089 0.020 -0.021
O -3.97375 -3.88226 -0.11604 4.276 -0.722 -0.086
P -4.01519 -4.62816 -1.42152 -8.608 0.739 -1.052
O -5.10366 -3.55250 -2.11351 0.257 0.041 -0.206
C -4.90291 -2.15309 -2.02806 -0.114 0.125 0.161
C -3.80599 -1.66578 -2.96195 -0.046 -0.075 -0.030
O -4.97576 -5.88373 -1.00582 1.178 -0.176 -0.260
C -4.84793 -6.54027 0.26262 -0.255 0.039 0.353
C -5.97627 -6.13355 1.18652 -0.157 0.098 -0.080
O -3.73433 -5.22100 -2.89944 3.276 0.133 1.361
C -4.80931 -5.54141 -3.81713 -0.382 -0.222 -0.479
C -4.77996 -4.62323 -5.01344 0.231 0.205 0.070
H -4.68117 -1.85975 -0.99880 0.017 -0.077 0.015
H -5.85341 -1.68681 -2.29384 -0.017 -0.064 -0.044
H -2.87413 -2.21311 -2.79510 0.016 0.060 0.059
H -3.62009 -0.60096 -2.80838 0.011 -0.001 0.010
H -4.08621 -1.81288 -4.00386 0.036 0.028 -0.005
H -3.87986 -6.32590 0.71599 -0.008 0.113 -0.034
H -4.88962 -7.61278 0.06939 0.024 0.029 -0.114
H -6.04045 -5.04855 1.26702 0.138 0.004 0.039
H -5.83170 -6.55237 2.18326 0.006 -0.036 -0.022
H -6.93190 -6.48558 0.79645 0.015 -0.046 0.017
H -5.77544 -5.50719 -3.32456 0.093 0.083 0.221
H -4.63278 -6.57075 -4.12980 0.155 -0.006 0.140
H -5.00681 -3.60043 -4.72294 -0.095 -0.043 0.023
H -5.52134 -4.94495 -5.74597 0.012 -0.072 0.025
H -3.79526 -4.62695 -5.48231 -0.028 -0.087 -0.044
```
Forces are in eV/Å.

***

2.
C13H29BFNO5S | ωB97M-V/def2-TZVPD

Summary:
Calculated total energy   -1466.65099 Eh
HOMO   -9.71 eV
E_LUMO   0.231 eV
Net charge   0
Structure (SMILES)   COCCCCCCCCCCCCN(B(O)O)S(=O)(=O)F
ΔE to the lowest compared entry with this formula, charge and spin   63.8 kJ/mol

Geometry as XYZ:
```
51
Properties=species:S:1:pos:R:3:forces:R:3
C 5.09987 -2.71320 1.63446 0.105 0.350 0.152
O 4.60853 -1.45398 1.19173 -0.050 -0.631 -0.379
C 4.74633 -1.35652 -0.22904 0.471 0.402 0.272
C 5.16868 0.07228 -0.60778 -0.185 -0.233 -0.828
C 4.15103 0.86456 -1.46239 0.058 0.027 0.750
C 2.69311 0.73615 -1.01475 -0.129 0.865 -0.358
C 2.35493 1.54514 0.24591 -0.428 -1.021 0.359
C 0.93319 1.15658 0.76040 0.353 1.079 -0.151
C -0.06222 2.35565 0.82001 0.237 -1.108 0.035
C -1.45012 2.00181 0.22841 -0.123 1.385 0.425
C -2.50935 1.82778 1.32817 0.313 -0.404 0.324
C -2.51172 0.42524 1.97822 0.146 0.501 -0.725
C -2.64556 -0.73988 0.99122 -0.610 -0.577 0.681
C -4.07427 -0.85784 0.39022 0.879 1.010 0.665
N -4.02429 -0.84042 -1.09713 -1.378 -0.991 -0.616
B -4.30951 -2.14147 -1.75965 0.205 -0.116 -1.027
O -5.02025 -3.16453 -1.20954 -0.552 0.372 0.046
O -3.84668 -2.30553 -3.05243 0.557 -0.479 0.560
S -4.86930 0.43321 -1.71948 0.193 1.404 1.143
O -4.13544 1.61180 -1.47909 0.853 0.608 -0.154
O -6.22020 0.45881 -1.28789 -0.630 -0.931 -0.216
F -4.87344 0.22087 -3.25282 0.203 -0.686 0.185
H 4.81124 -3.52871 0.96376 -0.099 0.029 0.066
H 6.19554 -2.66307 1.67590 -0.050 -0.202 0.031
H 4.71157 -2.91446 2.63239 -0.009 0.073 -0.036
H 3.82127 -1.68666 -0.71345 0.000 0.133 0.022
H 5.53001 -2.04244 -0.56977 -0.013 -0.025 0.134
H 5.46133 0.62961 0.28159 -0.202 -0.167 0.136
H 6.07384 -0.02473 -1.21538 0.048 0.173 0.131
H 4.27342 0.61727 -2.51905 -0.118 -0.121 0.053
H 4.41249 1.92303 -1.35102 0.030 -0.026 -0.275
H 2.34855 -0.29008 -0.87529 0.260 -0.053 -0.024
H 2.07727 1.15052 -1.82460 -0.077 -0.170 0.042
H 2.40239 2.61720 0.04804 0.152 -0.033 -0.009
H 3.06247 1.29093 1.04090 0.176 0.223 -0.148
H 0.52435 0.39984 0.08799 -0.003 -0.108 0.173
H 1.04180 0.74061 1.76360 -0.156 -0.268 -0.138
H 0.37563 3.22742 0.33025 -0.083 -0.102 -0.183
H -0.16147 2.62862 1.87429 -0.152 0.171 -0.095
H -1.39581 1.16207 -0.46261 -0.011 -0.046 0.077
H -1.76124 2.85946 -0.37514 -0.102 -0.143 -0.076
H -3.50685 2.13384 1.00833 0.020 -0.268 -0.267
H -2.25028 2.51840 2.13750 -0.120 0.109 -0.100
H -1.56966 0.30261 2.52104 -0.108 -0.035 0.114
H -3.34024 0.40478 2.69300 0.157 -0.239 0.119
H -2.47436 -1.65287 1.57374 0.101 -0.005 -0.135
H -1.88764 -0.74414 0.20978 -0.066 0.231 -0.032
H -4.54496 -1.74925 0.80014 -0.155 -0.098 -0.518
H -4.65139 -0.00957 0.76449 -0.109 -0.029 -0.214
H -5.87064 -2.88028 -0.84174 0.378 -0.162 0.371
H -2.91198 -2.55646 -3.05540 -0.178 0.336 -0.362
```
Forces are in eV/Å.

***

Q: Among the records above, which one has the highest HOMO?
A: C13H29BFNO5S

***

Q: Which of these has the highest net charge?
A: C19H42N5O9P2S

***

Q: Among the records above, which one has the highest net charge?
A: C19H42N5O9P2S